1.
C26H35N4O3RhS2 as an isolated structure, computed with ωB97M-V/def2-TZVPD.

## Properties
Max |F| ... 3.4 eV/A
LUMO energy (alpha / beta) ... 0.21 / -1.65 eV
E_tot ... -2363.2972 hartree
HOMO-LUMO gap (alpha / beta) ... 7.3 / 6.2 eV
Net charge ... 0
Spin multiplicity ... 5
HOMO level (alpha / beta) ... -7.13 / -7.88 eV

Last column: Löwdin spin population.
Atoms and positions in Å:
1 Rh -2.31765 0.34536 -0.76814  2.2367
2 C -5.42349 -1.25928 2.07182  0.0291
3 C -4.14087 -0.74247 1.47185  0.2268
4 S -4.36724 0.42421 0.29696  0.3759
5 C -2.90401 -1.17040 2.02814  0.2021
6 C -2.89560 -1.77547 3.37395  0.0251
7 S -1.48426 -0.87921 1.11042  0.4047
8 H -6.28055 -1.17988 1.33656  0.0036
9 H -5.69242 -0.69305 2.95313  0.0089
10 H -5.36684 -2.30532 2.27622  0.0042
11 H -3.81304 -2.33544 3.61004  0.0023
12 H -2.80276 -1.01253 4.14830  0.0084
13 H -1.94419 -2.33880 3.37328  0.0075
14 C 0.84752 0.64236 -4.74165  0.0007
15 C 0.55263 -0.77221 -4.32475  0.0000
16 O 0.82359 -1.73381 -5.01313  0.0005
17 N 0.01842 -0.80410 -3.05522  0.0008
18 C -0.72372 -1.96815 -2.66079  0.0074
19 C -2.15410 -1.92694 -3.17861  0.0080
20 C -2.44824 -2.59430 -4.32201  0.0031
21 C -3.75911 -2.38483 -4.89313  0.0004
22 C -4.60975 -1.52506 -4.18560  0.0021
23 C -4.14726 -0.91526 -3.07256  0.0138
24 N -2.93444 -1.05706 -2.55580  0.0801
25 H 0.33998 0.88349 -5.67361  0.0000
26 H 1.86694 0.87232 -4.91368  0.0000
27 H 0.43746 1.25051 -4.00327  0.0004
28 H -0.09931 0.05550 -2.55735  0.0014
29 H -0.69062 -2.18085 -1.55512  0.0053
30 H -0.28030 -2.85677 -3.06332  0.0003
31 H -1.72280 -3.24869 -4.76719  0.0005
32 H -4.01490 -2.86835 -5.82376  0.0000
33 H -5.57747 -1.32956 -4.60338  0.0005
34 H -4.79246 -0.11354 -2.62073  0.0067
35 C 3.37372 0.33943 0.43968  0.0000
36 N 3.07884 -0.50957 1.55720  0.0003
37 N 2.31033 -0.00099 2.63764  0.0004
38 C 1.77672 -1.02529 3.37235  0.0015
39 O 1.25026 -0.84375 4.44732  0.0006
40 C 2.06986 -2.20841 2.52640  0.0009
41 C 2.90566 -1.86891 1.49488  0.0002
42 C 3.55756 -2.66576 0.38774  0.0000
43 C 2.98341 1.08467 3.33218  0.0000
44 C 4.31187 0.88176 3.79763  0.0000
45 C 5.03002 1.83362 4.41616  0.0000
46 C 4.42040 3.08588 4.58662  0.0000
47 C 3.08607 3.23714 4.25162  0.0000
48 C 2.33537 2.28075 3.57675  0.0000
49 H 3.34353 1.38467 0.78907  0.0000
50 H 2.57370 0.18761 -0.28111  0.0000
51 H 4.29014 0.04273 -0.08172  0.0000
52 H 1.95510 -3.24674 2.74387  0.0000
53 H 3.46321 -2.32023 -0.60988  0.0000
54 H 3.07549 -3.63633 0.40522  0.0000
55 H 4.61087 -2.82457 0.63129  0.0000
56 H 4.69220 -0.10219 3.63253  0.0000
57 H 6.03057 1.57342 4.76120  0.0000
58 H 4.95821 3.96873 4.93773  0.0000
59 H 2.70793 4.27244 4.43075  0.0000
60 H 1.42974 2.52253 3.09260  0.0000
61 C -0.38993 3.83968 -1.98962  0.0088
62 C -0.84593 2.76883 -1.00888  0.0299
63 C 0.24221 2.63564 0.05554  0.0078
64 O -1.09276 1.59127 -1.75927  0.2633
65 H -0.00418 4.69528 -1.43326  0.0012
66 H -1.24052 4.18405 -2.57166  0.0002
67 H 0.38896 3.44935 -2.71591  0.0003
68 H -1.73934 3.02391 -0.46751  0.0106
69 H 1.18491 2.56144 -0.48701  0.0001
70 H 0.11154 1.74049 0.71884  0.0065
71 H 0.26514 3.56497 0.68520  -0.0001

---

2.
One molecule with the formula C22H22N2O4S, computed with ωB97M-V/def2-TZVPD.

## Properties
Max |F| ... 0.9 eV/A
LUMO energy ... 0.29 eV
SMILES ... COc1cccc(S(=O)(=O)NCc2ccc(C(=O)Nc3ccc(C)cc3)cc2)c1
E_tot ... -1660.2189 hartree
HOMO-LUMO gap ... 8.8 eV
Net charge ... 0
HOMO level ... -8.47 eV

Last column: natural (NBO) charge in e.
Atoms and positions in Å:
1 C 2.74414 -0.27517 -0.60409  -0.2679
2 O 1.66899 -0.30816 -1.52210  -0.5109
3 C 1.13672 0.86430 -1.93820  0.3931
4 C 1.50136 2.12088 -1.46019  -0.3051
5 C 0.89193 3.26113 -1.95797  -0.1754
6 C -0.09326 3.17282 -2.92442  -0.2734
7 C -0.45924 1.92003 -3.38142  -0.2276
8 S -1.76049 1.80970 -4.61225  2.2992
9 O -2.01037 0.43968 -4.94386  -0.9436
10 O -1.46103 2.74173 -5.65703  -0.9263
11 N -3.14214 2.39288 -3.86516  -0.8392
12 C -3.82147 1.48883 -2.95918  -0.2601
13 C -2.96243 1.08571 -1.79007  -0.0184
14 C -2.49750 2.04251 -0.89366  -0.2058
15 C -1.61338 1.69388 0.10632  -0.1818
16 C -1.19744 0.37347 0.25133  -0.0795
17 C -0.16756 0.07522 1.28782  0.6542
18 O 0.68028 0.89537 1.59060  -0.6248
19 N -0.26497 -1.16983 1.82604  -0.5869
20 C 0.56491 -1.79727 2.76181  0.1168
21 C 0.25649 -3.10653 3.12644  -0.2240
22 C 1.04027 -3.78151 4.03967  -0.1992
23 C 2.15079 -3.17434 4.61516  -0.0363
24 C 3.00974 -3.92059 5.58951  -0.6246
25 C 2.44851 -1.86920 4.24695  -0.1986
26 C 1.67192 -1.18018 3.33406  -0.1984
27 C -1.67938 -0.58997 -0.62903  -0.2052
28 C -2.54865 -0.23136 -1.64241  -0.2130
29 C 0.14266 0.77568 -2.91878  -0.2961
30 H 3.60780 0.24596 -1.02742  0.1769
31 H 3.00343 -1.31666 -0.42098  0.2010
32 H 2.45304 0.19830 0.33653  0.2041
33 H 2.25038 2.22017 -0.69234  0.2323
34 H 1.19344 4.22675 -1.58143  0.2188
35 H -0.56209 4.05058 -3.33972  0.2255
36 H -2.99117 3.32188 -3.50517  0.3922
37 H -4.07460 0.61052 -3.55499  0.2320
38 H -4.74329 1.97337 -2.62385  0.2186
39 H -2.81882 3.07000 -0.99031  0.2093
40 H -1.22471 2.43639 0.78650  0.2360
41 H -1.04218 -1.73612 1.51496  0.4022
42 H -0.60456 -3.59498 2.69045  0.2036
43 H 0.78610 -4.79596 4.31126  0.2112
44 H 3.57119 -3.23359 6.21772  0.2160
45 H 2.40526 -4.56574 6.22342  0.2162
46 H 3.72197 -4.54961 5.05420  0.2195
47 H 3.30430 -1.37563 4.68424  0.2084
48 H 1.91455 -0.16513 3.06987  0.2448
49 H -1.33688 -1.61315 -0.56993  0.2129
50 H -2.89023 -0.97421 -2.34697  0.2257
51 H -0.15233 -0.18284 -3.31194  0.2519

---

- Which formula does entry 2 have?
  C22H22N2O4S

---

- Which formula does entry 1 have?
  C26H35N4O3RhS2

---

Please write out number 2 again, unchanged.
One molecule with the formula C22H22N2O4S, computed with ωB97M-V/def2-TZVPD.

## Properties
Max |F| ... 0.9 eV/A
LUMO energy ... 0.29 eV
SMILES ... COc1cccc(S(=O)(=O)NCc2ccc(C(=O)Nc3ccc(C)cc3)cc2)c1
E_tot ... -1660.2189 hartree
HOMO-LUMO gap ... 8.8 eV
Net charge ... 0
HOMO level ... -8.47 eV

Last column: natural (NBO) charge in e.
Atoms and positions in Å:
1 C 2.74414 -0.27517 -0.60409  -0.2679
2 O 1.66899 -0.30816 -1.52210  -0.5109
3 C 1.13672 0.86430 -1.93820  0.3931
4 C 1.50136 2.12088 -1.46019  -0.3051
5 C 0.89193 3.26113 -1.95797  -0.1754
6 C -0.09326 3.17282 -2.92442  -0.2734
7 C -0.45924 1.92003 -3.38142  -0.2276
8 S -1.76049 1.80970 -4.61225  2.2992
9 O -2.01037 0.43968 -4.94386  -0.9436
10 O -1.46103 2.74173 -5.65703  -0.9263
11 N -3.14214 2.39288 -3.86516  -0.8392
12 C -3.82147 1.48883 -2.95918  -0.2601
13 C -2.96243 1.08571 -1.79007  -0.0184
14 C -2.49750 2.04251 -0.89366  -0.2058
15 C -1.61338 1.69388 0.10632  -0.1818
16 C -1.19744 0.37347 0.25133  -0.0795
17 C -0.16756 0.07522 1.28782  0.6542
18 O 0.68028 0.89537 1.59060  -0.6248
19 N -0.26497 -1.16983 1.82604  -0.5869
20 C 0.56491 -1.79727 2.76181  0.1168
21 C 0.25649 -3.10653 3.12644  -0.2240
22 C 1.04027 -3.78151 4.03967  -0.1992
23 C 2.15079 -3.17434 4.61516  -0.0363
24 C 3.00974 -3.92059 5.58951  -0.6246
25 C 2.44851 -1.86920 4.24695  -0.1986
26 C 1.67192 -1.18018 3.33406  -0.1984
27 C -1.67938 -0.58997 -0.62903  -0.2052
28 C -2.54865 -0.23136 -1.64241  -0.2130
29 C 0.14266 0.77568 -2.91878  -0.2961
30 H 3.60780 0.24596 -1.02742  0.1769
31 H 3.00343 -1.31666 -0.42098  0.2010
32 H 2.45304 0.19830 0.33653  0.2041
33 H 2.25038 2.22017 -0.69234  0.2323
34 H 1.19344 4.22675 -1.58143  0.2188
35 H -0.56209 4.05058 -3.33972  0.2255
36 H -2.99117 3.32188 -3.50517  0.3922
37 H -4.07460 0.61052 -3.55499  0.2320
38 H -4.74329 1.97337 -2.62385  0.2186
39 H -2.81882 3.07000 -0.99031  0.2093
40 H -1.22471 2.43639 0.78650  0.2360
41 H -1.04218 -1.73612 1.51496  0.4022
42 H -0.60456 -3.59498 2.69045  0.2036
43 H 0.78610 -4.79596 4.31126  0.2112
44 H 3.57119 -3.23359 6.21772  0.2160
45 H 2.40526 -4.56574 6.22342  0.2162
46 H 3.72197 -4.54961 5.05420  0.2195
47 H 3.30430 -1.37563 4.68424  0.2084
48 H 1.91455 -0.16513 3.06987  0.2448
49 H -1.33688 -1.61315 -0.56993  0.2129
50 H -2.89023 -0.97421 -2.34697  0.2257
51 H -0.15233 -0.18284 -3.31194  0.2519